Molecular formula: C2H4N2O
Method: DFT, ωB97M-V/def2-TZVPD

Last column: Mulliken charge in e.
Atoms and positions in Å:
C: 0.2686 -0.9277 -0.0780  -0.384
C: -0.6639 -0.0013 -0.2376  0.330
N: 1.3611 -0.0073 0.0891  -0.271
N: 0.5975 1.1664 -0.3018  -0.415
O: -1.9567 0.3051 -0.1058  -0.478
H: 0.4098 -1.9893 -0.0063  0.370
H: 2.1026 -0.1021 -0.6127  0.249
H: 0.1899 1.6514 0.5853  0.273
H: -2.3088 -0.0952 0.6677  0.326

The LUMO energy comes out at 0.0212 Eh. Its net charge is 0. For the total energy, the calculation gives -263.2162 a.u. As for the HOMO-LUMO gap: 0.3421 Ha. Its multiplicity is 1. The energy above the lowest of the compared OMol25 structures with the same formula, charge and spin comes out at 92.3 kcal per mole.

Molecular formula: C30H69N3O24S6
Method: DFT, ωB97M-V/def2-TZVPD

Last column: Mulliken charge in e.
Atoms and positions in Å:
C: 0.7538 -2.6014 1.5562  -1.017
C: 1.6075 -3.7058 1.0161  -2.474
N: 0.8865 -4.9946 0.8842  0.521
C: 0.9360 -5.7563 2.1616  -0.310
C: -0.1978 -6.8098 2.2791  -1.450
C: 1.3834 -5.8254 -0.1505  -0.618
C: 2.9284 -6.1575 -0.1218  -1.163
H: 1.3887 -1.7393 1.7604  -0.714
H: 0.3502 -2.7444 2.5586  1.750
H: -0.0294 -2.2742 0.8723  0.474
H: 1.9837 -3.3986 0.0403  1.225
H: 2.3907 -3.7348 1.7736  0.225
H: 1.8431 -6.3189 2.3823  0.384
H: 0.8473 -5.1739 3.0788  0.140
H: -0.4394 -7.0928 3.3036  0.425
H: -1.1178 -6.3933 1.8687  0.305
H: 0.1864 -7.6556 1.7091  0.334
H: 1.1050 -5.3890 -1.1097  0.206
H: 0.8329 -6.7521 -0.3125  0.470
H: 3.1052 -7.0383 0.4955  0.304
H: 3.6107 -5.3325 0.0833  0.267
H: 3.1976 -6.4273 -1.1430  0.476
C: 1.7411 -0.9300 -2.5676  -1.759
C: 1.5166 -1.1751 -1.0265  -0.013
N: 0.4893 -0.2371 -0.6159  1.684
C: -0.6848 -0.7879 0.0716  -1.046
C: -1.2175 -1.6885 -0.9239  -1.667
C: 0.9924 0.9721 0.0821  -0.614
C: 1.8991 1.8914 -0.8409  -1.751
H: 2.8156 -1.0711 -2.6840  0.706
H: 1.6237 0.0892 -2.9356  0.362
H: 1.1170 -1.5725 -3.1888  0.165
H: 1.1762 -2.1446 -0.6626  -0.678
H: 2.4969 -0.9433 -0.6102  0.665
H: -0.4663 -1.2147 1.0505  1.248
H: -1.5617 -0.1406 0.0776  -0.099
H: -2.2117 -1.9693 -0.5763  0.466
H: -1.3182 -1.1363 -1.8583  -0.455
H: -0.7116 -2.6150 -1.1958  0.996
H: 1.6717 0.8068 0.9183  0.836
H: 0.1059 1.5634 0.3114  -1.281
H: 2.4950 2.4047 -0.0863  0.173
H: 1.3214 2.6488 -1.3706  -0.039
H: 2.6872 1.4015 -1.4127  0.354
C: -1.5797 5.0347 2.0032  -2.030
C: -0.0461 4.7432 1.8275  2.489
N: 0.4623 3.7227 2.7698  2.021
C: 1.9162 3.6529 2.5903  -2.313
C: 2.3701 2.9949 1.1678  -0.104
C: 0.1564 3.9439 4.2169  -1.146
C: 0.6418 5.3286 4.7884  -1.700
H: -1.9101 5.4178 1.0376  0.669
H: -1.7363 5.8241 2.7383  0.405
H: -2.1561 4.1331 2.2104  0.205
H: 0.1413 4.2307 0.8840  -3.785
H: 0.5929 5.6247 1.8805  0.992
H: 2.5231 4.5551 2.5139  0.414
H: 2.4893 3.0497 3.2945  0.856
H: 2.1076 3.5789 0.2856  0.380
H: 3.4456 2.9066 1.3211  0.527
H: 1.8499 2.0437 1.0546  0.311
H: 0.6828 3.1081 4.6777  0.609
H: -0.8965 3.7696 4.4387  0.485
H: 0.3927 5.3520 5.8493  0.509
H: 0.1206 6.1303 4.2651  0.282
H: 1.7029 5.5676 4.7177  0.324
C: 0.5403 -2.1567 -5.4870  0.305
C: 1.8403 -1.9425 -6.2924  -0.279
O: 2.1209 -3.0965 -7.1074  -0.391
S: 1.2766 -4.4367 -6.5420  1.019
O: 2.1300 -5.4164 -5.8777  -0.543
O: 0.3672 -4.8867 -7.5962  -0.554
O: 0.4761 -3.5846 -5.3078  -0.189
H: -0.3584 -1.9504 -6.0684  0.331
H: 0.4968 -1.6462 -4.5249  -0.140
H: 2.6559 -1.8186 -5.5800  0.300
H: 1.8222 -1.0019 -6.8429  0.379
C: -2.9900 0.7090 -1.5284  0.235
C: -2.0632 1.8865 -1.5200  0.654
O: -2.1188 2.6398 -2.7075  -0.550
S: -3.5606 2.3077 -3.4364  1.251
O: -3.4094 1.7769 -4.7768  -0.617
O: -4.5342 3.3376 -3.1960  -0.650
O: -3.9925 1.0845 -2.4082  -0.618
H: -3.4901 0.5889 -0.5674  0.058
H: -2.4917 -0.1942 -1.8808  0.071
H: -1.0067 1.6530 -1.3876  0.055
H: -2.3096 2.5182 -0.6666  0.535
C: 0.8987 5.5585 -1.9005  -0.635
C: 0.6594 5.8379 -0.4186  0.577
O: -0.6970 5.6407 -0.3226  -0.619
S: -1.1652 4.2370 -1.1600  0.913
O: -2.5588 4.3296 -1.6525  -0.555
O: -0.6956 2.9806 -0.5343  0.208
O: -0.1815 4.7085 -2.3766  -0.455
H: 1.8180 4.9817 -2.0021  0.321
H: 0.9391 6.3496 -2.6492  0.326
H: 0.9396 6.8704 -0.2096  0.635
H: 1.1966 5.0718 0.1404  -0.345
C: -1.3113 2.0842 3.3277  -0.841
C: -0.5524 1.6857 2.0539  0.388
O: -1.5093 1.0740 1.2716  0.005
S: -2.4996 0.0151 2.1237  1.478
O: -1.8268 -1.2017 2.5125  -0.752
O: -3.7918 -0.0448 1.4552  -0.838
O: -2.3585 1.0751 3.4963  -0.788
H: -1.9335 2.9779 3.2797  0.505
H: -0.6391 2.1218 4.1849  1.172
H: 0.3892 1.1408 2.1221  -1.049
H: -0.1458 2.5689 1.5614  0.973
C: -4.1318 -1.6173 -2.2577  -0.375
C: -4.2188 -2.9409 -3.1258  -0.571
O: -3.3961 -2.7168 -4.2213  -0.415
S: -2.0134 -2.0680 -3.6624  0.932
O: -1.3454 -1.1804 -4.6358  -0.708
O: -1.0993 -3.0578 -3.0706  -0.483
O: -2.7247 -1.2352 -2.4371  0.046
H: -4.4082 -1.8178 -1.2225  0.318
H: -4.8718 -0.9255 -2.6600  0.365
H: -5.2543 -3.2343 -3.2979  0.462
H: -3.8845 -3.8366 -2.6022  0.315
C: 0.3233 -1.1014 4.4185  -0.488
C: 1.6028 -1.8137 4.0753  -0.122
O: 2.5455 -0.7161 4.2347  -0.570
S: 1.8735 0.7143 3.8602  0.976
O: 2.1133 1.0021 2.4246  -0.389
O: 2.2560 1.7124 4.7803  -0.693
O: 0.3255 0.2567 3.9644  -0.201
H: 0.1325 -1.1780 5.4889  0.406
H: -0.5107 -1.4811 3.8283  0.502
H: 1.6677 -2.0289 3.0087  0.522
H: 1.8422 -2.7185 4.6340  0.476

The LUMO energy comes out at 0.0061 Eh. Its net charge is 0. For the total energy, the calculation gives -5542.3445 a.u. As for the HOMO-LUMO gap: 0.2918 Ha. Its multiplicity is 1. The energy above the lowest of the compared OMol25 structures with the same formula, charge and spin comes out at 635.0 kcal per mole.

Molecular formula: C7H18NOSi2
Method: DFT, ωB97M-V/def2-TZVPD

Last column: Mulliken charge in e.
Atoms and positions in Å:
C: 0.1470 0.1018 0.0223  0.738
C: -2.7842 -1.5527 0.8532  -0.973
C: -3.4955 1.5772 0.6653  -1.149
C: -3.3839 0.0244 -1.9848  -1.009
C: 3.2191 -1.1176 1.7062  -1.008
C: 2.9322 -0.8630 -1.7001  -1.198
C: 3.7019 1.6232 0.2749  -1.089
N: 1.2352 -0.0821 0.3690  -0.068
O: -0.9440 0.3052 -0.3917  -0.379
Si: -2.8330 0.0081 -0.1390  0.550
Si: 2.9435 -0.1781 0.1047  0.204
H: -3.0396 -1.3111 1.8658  0.344
H: -3.6881 -2.0546 0.4178  0.308
H: -1.7500 -2.0020 0.9123  0.321
H: -4.4933 1.7316 0.2554  0.349
H: -3.6038 1.6170 1.6925  0.421
H: -3.0110 2.5193 0.4202  0.365
H: -2.7025 0.2081 -2.7324  0.378
H: -4.0627 -0.8491 -2.2855  0.336
H: -4.0783 0.8930 -1.9191  0.272
H: 2.4266 -0.7372 2.4010  0.343
H: 2.9713 -2.1788 1.5939  0.344
H: 4.1134 -0.8191 2.3220  0.346
H: 3.9426 -0.9389 -1.9830  0.365
H: 2.5041 -1.7768 -1.5328  0.400
H: 2.3287 -0.3696 -2.3237  0.428
H: 3.2205 2.3151 -0.3690  0.386
H: 3.3869 2.0273 1.2768  0.330
H: 4.7968 1.8795 0.2079  0.345

The LUMO energy comes out at -0.0990 Eh. Its net charge is +1. For the total energy, the calculation gives -986.3011 a.u. As for the HOMO-LUMO gap: 0.4070 Ha. Its multiplicity is 1. The energy above the lowest of the compared OMol25 structures with the same formula, charge and spin comes out at 0.5 kcal per mole.

- The highest net charge belongs to which entry?
  C7H18NOSi2

- Which of these has the highest energy above the lowest of the compared OMol25 structures with the same formula, charge and spin?
  C30H69N3O24S6

Please write out number 3 again, unchanged.
Molecular formula: C7H18NOSi2
Method: DFT, ωB97M-V/def2-TZVPD

Last column: Mulliken charge in e.
Atoms and positions in Å:
C: 0.1470 0.1018 0.0223  0.738
C: -2.7842 -1.5527 0.8532  -0.973
C: -3.4955 1.5772 0.6653  -1.149
C: -3.3839 0.0244 -1.9848  -1.009
C: 3.2191 -1.1176 1.7062  -1.008
C: 2.9322 -0.8630 -1.7001  -1.198
C: 3.7019 1.6232 0.2749  -1.089
N: 1.2352 -0.0821 0.3690  -0.068
O: -0.9440 0.3052 -0.3917  -0.379
Si: -2.8330 0.0081 -0.1390  0.550
Si: 2.9435 -0.1781 0.1047  0.204
H: -3.0396 -1.3111 1.8658  0.344
H: -3.6881 -2.0546 0.4178  0.308
H: -1.7500 -2.0020 0.9123  0.321
H: -4.4933 1.7316 0.2554  0.349
H: -3.6038 1.6170 1.6925  0.421
H: -3.0110 2.5193 0.4202  0.365
H: -2.7025 0.2081 -2.7324  0.378
H: -4.0627 -0.8491 -2.2855  0.336
H: -4.0783 0.8930 -1.9191  0.272
H: 2.4266 -0.7372 2.4010  0.343
H: 2.9713 -2.1788 1.5939  0.344
H: 4.1134 -0.8191 2.3220  0.346
H: 3.9426 -0.9389 -1.9830  0.365
H: 2.5041 -1.7768 -1.5328  0.400
H: 2.3287 -0.3696 -2.3237  0.428
H: 3.2205 2.3151 -0.3690  0.386
H: 3.3869 2.0273 1.2768  0.330
H: 4.7968 1.8795 0.2079  0.345

The LUMO energy comes out at -0.0990 Eh. Its net charge is +1. For the total energy, the calculation gives -986.3011 a.u. As for the HOMO-LUMO gap: 0.4070 Ha. Its multiplicity is 1. The energy above the lowest of the compared OMol25 structures with the same formula, charge and spin comes out at 0.5 kcal per mole.

- Which of these has the lowest LUMO?
  C7H18NOSi2